Entry 1:
ORCA calculation (ωB97M-V with the def2-TZVPD basis set) on a structure of composition C14H22AgClO8 at a distorted geometry.

```
46
Properties=species:S:1:pos:R:3:forces:R:3
Ag -5.066470 -15.165471 -3.653042 -2.20 0.53 0.91
Cl -6.113689 -14.398236 -6.041851 0.32 -0.25 0.16
O -7.154665 -14.532190 -2.733597 0.68 -0.61 0.21
C -6.878851 -14.459435 -1.387796 1.08 -0.18 1.22
C -5.861834 -15.468036 -0.800142 0.78 -0.58 -0.19
O -4.639926 -15.644742 -1.472715 -0.62 0.74 -0.85
H -7.742550 -14.635104 -0.714119 -0.63 0.02 -0.49
H -6.529614 -13.471495 -1.036765 0.16 0.32 -0.48
H -6.333545 -16.453539 -0.637463 -0.37 -0.08 -0.32
H -5.617061 -15.135685 0.228058 -0.27 0.23 0.20
O -5.509141 -17.344459 -4.098429 0.04 -1.24 -0.15
C -5.390628 -18.139975 -4.981647 -1.04 1.38 -0.10
O -4.836177 -19.333206 -4.762902 0.83 -1.46 0.20
C -4.814141 -20.139030 -5.953348 0.04 0.68 -0.26
C -5.899515 -19.518005 -6.844682 1.11 0.24 -1.02
C -5.929823 -18.034931 -6.396037 -0.70 -1.48 0.33
H -4.868585 -21.195349 -5.702179 -0.55 0.05 0.26
H -3.837633 -20.029539 -6.436603 0.04 0.22 0.05
H -6.874193 -19.995092 -6.802808 0.00 -0.06 0.31
H -5.545770 -19.563572 -7.878626 -0.27 -0.22 -0.03
H -6.980513 -17.761016 -6.351772 0.19 0.71 0.15
H -5.389545 -17.331146 -7.019825 0.10 0.10 0.10
O -3.728166 -13.388584 -3.601368 1.03 1.52 0.03
C -2.974720 -12.624650 -4.140487 -0.48 -0.79 1.40
O -2.585367 -12.793096 -5.392111 -0.06 0.14 -1.38
C -1.635305 -11.824566 -5.825975 0.11 0.12 0.11
C -1.510993 -10.828780 -4.675754 0.88 0.62 0.72
C -2.311187 -11.426750 -3.496263 0.33 0.76 -1.06
H -1.905967 -11.274556 -6.729876 -0.63 -0.51 -0.07
H -0.743084 -12.398726 -6.081472 0.24 0.24 0.30
H -1.878211 -9.830075 -4.913515 -0.26 -0.19 -0.32
H -0.454644 -10.652032 -4.449004 -0.08 -0.21 0.22
H -3.082910 -10.732797 -3.169961 -0.08 -0.12 0.11
H -1.684886 -11.653644 -2.638996 -0.15 -0.45 0.01
O -3.000676 -15.984491 -4.490009 0.34 0.06 -0.49
C -1.928554 -16.446282 -4.278803 -0.02 -0.19 0.27
O -0.830941 -16.050153 -4.980280 0.49 0.50 -0.12
C 0.256786 -16.941332 -4.792664 -0.59 -2.14 -0.39
C -0.067927 -17.774011 -3.539892 -0.44 1.16 1.89
C -1.553997 -17.509788 -3.278616 -0.46 0.12 -0.50
H 1.225801 -16.456184 -4.763824 -0.15 0.40 0.05
H 0.232450 -17.655213 -5.627300 0.30 0.37 -0.25
H 0.422385 -17.289777 -2.687534 0.35 -0.33 -0.10
H 0.130235 -18.839303 -3.468953 0.45 0.04 -0.69
H -1.796557 -17.106490 -2.295623 0.03 -0.09 0.05
H -2.238563 -18.343111 -3.448036 0.14 -0.10 0.03
```
Positions in Å, forces in eV/Å.

* lowest unoccupied orbital energy (spin up / spin down): 0.090 / 0.090 Ha
* molecular weight: 461.643 g/mol
* net charge: -1
* energy relative to the best compared isomer or geometry (same formula, charge and spin): 122.9 kJ/mol
* spin multiplicity: 2
* HOMO-LUMO gap (spin up / spin down): 6.04 / 5.35 eV

---

Entry 2:
ORCA calculation (ωB97M-V with the def2-TZVPD basis set) on a structure of composition C14H22BrI2InO3P2 at a distorted geometry.

```
45
Properties=species:S:1:pos:R:3:forces:R:3
I -3.227917 0.199976 -1.585359 -0.70 0.04 -0.10
I 2.485430 0.325737 -1.019042 1.12 0.09 -1.14
In -0.517762 0.300758 -1.739292 -1.05 -2.07 -0.10
P -0.450008 -2.325117 -1.693129 1.08 2.19 0.45
C -0.633695 -3.095139 -0.075608 -0.65 -0.59 0.13
C -1.728983 -2.837178 -2.739800 -0.64 -1.07 -0.74
H -1.497838 -3.887989 -2.948799 -0.48 -0.01 -0.26
H 0.951191 -3.892983 -2.640232 0.47 0.17 -0.05
H -1.719183 -2.253073 -3.661499 -0.08 -0.15 0.00
H 1.338211 -2.264582 -3.287359 -0.06 -0.24 0.21
H -1.571688 -2.780362 0.385225 -0.13 -0.21 -0.10
H -2.696959 -2.736042 -2.248724 0.05 -0.07 -0.13
C 1.109339 -2.835357 -2.377537 0.36 -0.78 -0.39
H -0.608872 -4.158138 -0.236921 -0.44 -0.69 -0.09
H 1.948060 -2.743751 -1.673582 -0.38 -0.05 -0.20
H 0.167808 -2.857945 0.610469 -0.54 -0.94 -0.45
P -0.432242 2.683303 -1.669103 0.08 1.03 -0.45
C -0.644391 3.478818 -0.077829 0.02 0.11 0.53
C 1.086038 3.268867 -2.387764 0.42 0.59 -0.23
H -1.745258 2.649421 -3.667477 -0.05 0.20 0.12
H -1.525122 4.291853 -2.970738 -0.27 -0.17 -0.08
H -2.717729 3.142442 -2.257035 0.23 0.04 -0.14
C -1.741530 3.239227 -2.743758 -0.23 0.51 -0.29
H 1.315242 2.700232 -3.297818 -0.03 0.23 0.13
H 0.918243 4.325736 -2.642469 0.36 -0.23 0.00
H -0.634558 4.570685 -0.252051 -0.03 -0.42 0.10
H 0.174884 3.210393 0.609787 -0.33 0.15 -0.31
H 1.922077 3.171519 -1.685321 -0.22 0.16 -0.20
H -1.602718 3.191310 0.377348 0.21 0.10 -0.17
C -0.727129 0.263961 0.522298 -1.84 0.79 8.72
O -0.883120 0.240907 1.719070 -0.24 0.60 -7.81
Br 2.256124 2.006003 1.933562 -0.24 -0.50 0.67
C 1.476419 0.629377 3.021974 0.15 1.01 0.38
C 1.129411 1.009337 4.315968 0.11 0.10 -0.08
C 0.560172 0.095110 5.199060 -0.04 -0.23 -0.14
C 0.341667 -1.214067 4.780708 -0.18 -0.29 -0.13
C 0.663772 -1.598306 3.482275 0.03 -0.04 0.10
C 1.194292 -0.649791 2.567209 1.26 -1.41 0.55
C 1.431739 -1.247527 1.221773 -0.59 -2.53 -0.83
O 2.222407 -2.306125 1.138243 -0.83 2.34 0.90
O 0.658304 -1.164842 0.203298 3.74 1.74 2.35
H 1.299610 2.030533 4.651611 0.05 -0.22 -0.19
H 0.287506 0.399729 6.211319 0.14 -0.05 -0.34
H -0.100720 -1.944311 5.462669 0.20 0.24 -0.26
H 0.469467 -2.632610 3.164385 0.17 0.55 0.09
```
Positions in Å, forces in eV/Å.

* lowest unoccupied orbital energy (spin up / spin down): -0.343 / -0.373 Ha
* molecular weight: 748.805 g/mol
* net charge: +2
* energy relative to the best compared isomer or geometry (same formula, charge and spin): 195.5 kJ/mol
* spin multiplicity: 1
* HOMO-LUMO gap (spin up / spin down): 5.43 / 4.62 eV

---

Entry 3:
ORCA calculation (ωB97M-V with the def2-TZVPD basis set) on a cluster of 2 separate species, C4H9ClOS in total at a distorted geometry.

```
16
Properties=species:S:1:pos:R:3:forces:R:3
C -0.387456 -1.596508 0.235594 -1.25 -0.33 -0.63
C -1.127921 0.684292 0.971640 1.41 0.88 -0.64
C -0.138009 0.527284 -1.331660 0.93 0.33 -0.21
C -0.309656 -0.122354 -0.000276 1.70 1.12 -0.14
O 2.244945 1.832832 -0.016340 -0.19 0.10 -0.31
S 2.014617 0.597582 0.736959 -1.40 -0.78 0.19
Cl 3.180638 -0.936777 -0.089048 -0.23 0.00 -0.10
H 0.381325 -1.804282 0.960421 -0.23 -0.61 0.74
H -1.438879 -1.664639 0.588624 0.74 -0.62 0.60
H -0.356615 -2.388929 -0.546907 0.55 1.20 -0.10
H -0.485002 1.571278 1.160658 -1.07 0.04 -0.01
H -1.355945 0.226103 1.910258 0.01 -0.53 0.50
H -2.056687 0.925956 0.451485 -0.04 0.38 0.17
H -1.068000 0.947961 -1.743756 0.07 -0.47 0.04
H 0.572263 1.427714 -1.320512 -0.72 -1.03 0.35
H 0.330388 -0.227513 -1.967134 -0.29 0.32 -0.45
```
Positions in Å, forces in eV/Å.

* lowest unoccupied orbital energy (spin up / spin down): -0.007 / -0.007 Ha
* molecular weight: 140.635 g/mol
* energy relative to the best compared isomer or geometry (same formula, charge and spin): 161.9 kJ/mol
* spin multiplicity: 1
* HOMO-LUMO gap (spin up / spin down): 7.95 / 7.95 eV

---

Entry 4:
ORCA calculation (ωB97M-V with the def2-TZVPD basis set) on a structure of composition C42H43N5O6TeY at a distorted geometry.

```
98
Properties=species:S:1:pos:R:3:forces:R:3
Y 0.891689 -1.254852 -0.433265 0.27 -1.22 -0.21
C 1.553236 -2.983978 -3.309611 -0.10 -0.04 -0.01
C 3.035164 -2.813817 -3.046681 0.16 0.01 -0.09
N 3.260230 -1.891082 -1.932977 -0.19 0.00 0.20
C 4.360532 -2.230079 -1.024244 0.09 0.00 -0.06
C 3.886137 -2.686685 0.369509 -0.07 -0.04 0.05
N 2.496759 -3.202369 0.351578 -0.25 0.00 -0.10
C 2.393401 -4.462163 -0.426072 0.15 0.00 0.07
C 1.214136 -4.541351 -1.400161 -0.04 -0.04 -0.10
N 0.829009 -3.277063 -2.058554 0.01 0.13 0.17
H 1.134243 -2.063114 -3.724320 0.02 0.02 0.02
H 1.395801 -3.773160 -4.052717 0.02 -0.02 0.00
H 3.484769 -3.778623 -2.813904 -0.03 -0.01 0.03
H 3.525281 -2.480477 -3.965904 -0.02 0.03 0.00
H 3.364286 -0.952781 -2.291540 0.04 0.00 0.00
H 4.991003 -2.999905 -1.476038 -0.02 -0.02 0.00
H 5.004935 -1.360877 -0.890581 -0.01 0.00 0.03
H 4.568569 -3.455555 0.746295 0.01 0.02 0.00
H 3.906164 -1.851853 1.064955 0.00 0.04 -0.02
H 2.262190 -3.406149 1.315748 -0.01 -0.04 0.05
H 3.332309 -4.610664 -0.955866 -0.01 0.04 -0.02
H 2.313453 -5.313622 0.254028 -0.02 -0.01 -0.02
H 1.441782 -5.312284 -2.146320 0.01 0.01 0.00
H 0.339564 -4.893992 -0.861144 -0.05 0.01 0.06
H -0.156374 -3.351057 -2.284697 -0.02 0.01 -0.07
C -4.889122 3.088640 -1.470669 -0.05 0.06 0.01
C -3.717842 2.296286 -0.955268 -0.01 -0.11 -0.01
C -2.643789 2.913562 -0.325136 0.06 0.04 0.01
C -1.530258 2.209655 0.123832 -0.14 0.20 -0.03
C -0.391587 2.923458 0.771851 0.08 -0.11 -0.02
O 0.763984 2.565799 0.634064 -0.12 0.16 -0.07
C -0.705739 4.105633 1.636077 0.05 -0.08 -0.05
C -1.868208 4.167225 2.399666 -0.07 0.10 0.02
C -2.086631 5.243460 3.247693 0.03 0.00 -0.02
C -1.155695 6.270792 3.313627 -0.02 0.01 0.02
C 0.002530 6.215260 2.548944 0.03 -0.02 -0.02
C 0.235303 5.127628 1.722956 0.00 0.04 0.09
C -1.483345 0.820249 -0.074317 0.18 -0.62 -0.01
O -0.444847 0.112866 0.267678 -0.20 0.64 0.16
C -2.602693 0.148884 -0.621916 -0.07 0.08 -0.08
C -3.688297 0.914120 -1.065599 0.01 0.02 0.03
C -2.683901 -1.326053 -0.644376 -0.24 0.22 0.00
N -1.675487 -2.130460 -0.552145 0.17 0.11 -0.01
C -1.973088 -3.547445 -0.344935 0.00 -0.08 -0.06
C -1.355725 -4.029516 0.952163 0.24 -0.33 0.08
Te -2.259016 -3.349223 2.768907 -0.08 0.07 0.00
C -1.006602 -1.662877 2.896136 0.16 0.08 0.08
C 0.379880 -1.830228 2.811362 -0.08 0.01 -0.03
C 1.228196 -0.732693 2.871952 0.03 -0.02 0.11
C 0.703919 0.541305 3.065808 0.03 -0.07 0.03
C -0.661433 0.701506 3.209512 0.00 -0.01 0.05
C -1.517154 -0.391388 3.109549 -0.06 -0.05 -0.01
C -4.082765 -1.856360 -0.765047 -0.02 0.09 -0.06
C -4.491573 -2.442335 -1.958391 -0.07 0.00 -0.03
C -5.792820 -2.904199 -2.098146 0.02 0.01 0.01
C -6.683873 -2.793359 -1.040217 -0.02 0.00 0.01
C -6.275843 -2.213305 0.153324 0.00 -0.01 -0.02
C -4.980890 -1.734971 0.287753 -0.04 0.03 0.04
H -4.726293 4.157430 -1.336133 0.00 -0.01 -0.01
H -5.810402 2.827516 -0.946281 0.02 -0.02 0.00
H -5.057297 2.909738 -2.533731 0.02 -0.01 0.01
H -2.663780 3.989589 -0.193285 0.01 0.00 -0.01
H -2.603356 3.373633 2.336757 0.03 0.00 0.00
H -2.982609 5.284075 3.853161 0.00 0.00 -0.01
H -1.332876 7.118113 3.963361 0.00 -0.01 0.00
H 0.725300 7.018919 2.601057 0.00 0.00 0.01
H 1.144984 5.055938 1.140840 -0.01 -0.01 -0.02
H -4.536664 0.414677 -1.516253 -0.02 -0.01 0.00
H -1.563199 -4.140459 -1.170152 0.04 0.04 -0.06
H -3.040338 -3.762593 -0.350658 0.05 -0.01 0.09
H -0.310441 -3.723103 1.049071 0.00 0.01 -0.10
H -1.348571 -5.120628 0.985326 -0.12 0.01 0.04
H 0.788047 -2.835329 2.763644 0.02 0.02 0.03
H 2.300622 -0.866783 2.792891 -0.05 0.01 0.05
H 1.359256 1.401319 3.092653 0.00 -0.01 0.00
H -1.071709 1.690894 3.374462 0.01 -0.04 0.02
H -2.587529 -0.241344 3.184358 -0.01 0.00 0.00
H -3.794603 -2.528480 -2.784683 0.01 0.01 0.01
H -6.111734 -3.348306 -3.031880 0.01 0.00 0.00
H -7.697922 -3.154739 -1.148297 0.00 0.00 0.01
H -6.969393 -2.126967 0.979367 0.00 0.00 0.00
H -4.666193 -1.274437 1.216809 0.02 0.00 -0.05
O 1.815889 0.481410 -1.575896 -0.01 0.20 -0.16
C 2.563460 0.753826 -0.584678 -0.12 0.13 0.05
O 2.586724 -0.028593 0.416348 0.40 0.32 -0.10
C 3.429711 1.959074 -0.618132 -0.05 -0.03 0.04
C 3.463807 2.744243 -1.763315 0.01 0.09 -0.08
C 4.244557 3.888449 -1.795098 -0.06 -0.11 0.06
C 4.966954 4.208288 -0.661706 0.04 0.27 0.05
C 4.951450 3.448146 0.492699 -0.09 -0.10 -0.04
C 4.168556 2.305830 0.506100 0.09 0.06 0.05
N 5.799143 5.439741 -0.682061 0.31 -0.35 -0.18
O 5.817289 6.080895 -1.710210 -0.13 0.11 0.03
O 6.451996 5.686497 0.308498 -0.12 0.09 0.10
H 2.862806 2.467428 -2.618312 0.00 -0.02 0.02
H 4.293404 4.525281 -2.664918 0.01 0.01 0.00
H 5.532032 3.753984 1.349553 0.01 0.02 -0.01
H 4.115063 1.692467 1.394514 -0.03 -0.03 -0.02
```
Positions in Å, forces in eV/Å.

* lowest unoccupied orbital energy: -0.092 Ha
* molecular weight: 930.341 g/mol
* net charge: +1
* energy relative to the best compared isomer or geometry (same formula, charge and spin): 0.0 kJ/mol
* spin multiplicity: 1
* HOMO-LUMO gap: 7.83 eV